1.
Computed, not measured: an isolated molecule of C16H21BrN4O6S at a distorted geometry, with wB97M-V/def2-TZVPD.

E_tot, eV: -116055.42050
Energy relative to the best compared isomer or geometry (same formula, charge and spin), kJ/mol: 230.3
Gap between HOMO and LUMO, eV: 9.115
Charge: 0
E_HOMO, Ha: -0.32786

Each line ends with the Löwdin charge.
Positions of all 49 atoms, in Å:
O  1.98  -0.23  -0.42  0.1030
O  3.05  -1.02  2.71  0.0116
O  -3.30  -0.59  3.00  0.1053
O  2.99  3.52  1.89  0.0448
Br  1.02  -1.70  -4.68  0.7344
O  4.07  -0.57  4.69  0.0942
O  -2.55  -2.46  4.00  0.1323
S  -1.28  3.41  0.11  0.8655
C  1.02  -0.12  0.25  -0.6467
C  3.75  -0.24  3.44  -0.4266
C  -2.40  -1.39  3.19  -0.4655
C  2.66  2.45  1.34  -0.3648
C  0.96  0.93  -3.78  -0.1540
C  -0.89  -0.35  -2.96  -0.1003
C  0.46  2.04  -3.03  -0.0216
C  -1.46  0.76  -2.37  -0.0618
C  0.36  -0.25  -3.66  -0.7064
C  -0.74  1.94  -2.28  -0.2996
N  3.49  1.37  1.57  0.0899
N  0.09  -1.12  0.27  0.1021
N  0.00  -2.24  2.98  0.0697
N  0.64  1.10  0.71  0.1105
C  -1.43  3.16  -1.73  -0.4089
C  4.17  1.11  2.84  -0.0661
C  -1.12  -1.09  1.17  -0.1540
C  0.44  3.62  0.83  -0.3795
C  -0.93  -1.16  2.69  -0.2658
C  1.33  2.40  0.59  -0.2824
H  3.62  -1.52  4.76  0.1973
H  -1.74  -2.93  4.07  0.0587
H  1.75  1.18  -4.54  0.1278
H  -1.42  -1.31  -2.97  0.1087
H  1.07  2.91  -3.12  0.1047
H  -2.45  0.74  -1.93  0.1192
H  3.34  0.54  1.11  0.0629
H  0.44  -2.04  0.06  0.1367
H  0.93  -1.84  2.94  0.0470
H  -0.06  -3.04  2.35  0.0953
H  -0.30  1.17  1.17  0.1012
H  -2.47  3.08  -2.03  0.0794
H  -1.08  4.11  -2.20  0.0849
H  3.80  1.75  3.69  0.1571
H  5.25  1.16  2.69  0.1361
H  -1.59  -0.17  0.95  0.0788
H  -1.80  -1.86  0.73  0.1508
H  1.03  4.50  0.48  0.1003
H  0.38  3.71  1.91  0.0791
H  -0.78  -0.05  2.89  0.1717
H  1.62  2.58  -0.46  0.1428

2.
Computed, not measured: a structure of composition C16H21Cl2N2O7P2Pb, with wB97M-V/def2-TZVPD.

E_tot, eV: -83115.34132
Gap between HOMO and LUMO, eV: 5.765
Charge: +1
E_HOMO, Ha: -0.44661

Each line ends with the Löwdin charge.
Positions of all 51 atoms, in Å:
Pb  -2.54  -0.45  0.59  1.3460
O  -2.19  0.66  4.82  -0.1329
P  -1.90  -0.73  4.07  0.1999
O  -1.99  -1.89  4.96  -0.2428
O  -2.75  -0.64  2.81  -0.5442
O  -0.36  -0.51  3.58  -0.2539
P  0.51  -0.47  2.25  0.1577
O  1.38  -1.81  2.39  -0.1208
O  1.32  0.75  2.16  -0.2831
O  -0.36  -0.78  1.02  -0.5335
H  -1.92  0.60  5.74  0.0939
H  1.85  -1.83  3.24  0.0897
Cl  -1.67  2.23  1.82  0.6049
C  -3.27  2.55  2.54  -0.8831
Cl  -4.57  1.70  1.67  0.5461
H  -3.46  3.62  2.47  0.0402
H  -3.24  2.19  3.56  0.0145
C  -0.08  -4.12  -0.29  -0.0527
C  0.27  -3.31  -1.56  -0.1663
C  1.38  -2.35  -1.32  -0.0808
C  2.62  -2.77  -0.92  0.0119
C  3.61  -1.83  -0.62  0.0858
C  3.45  -0.44  -0.72  0.0201
C  2.27  0.09  -1.14  -0.0693
C  2.02  1.55  -1.29  -0.1758
C  3.12  2.46  -0.77  -0.0698
C  1.20  -0.89  -1.54  -0.1307
N  0.19  -0.55  -2.22  0.2214
C  -0.24  0.57  -2.83  -0.0403
C  -1.28  1.37  -2.52  -0.3007
C  -1.67  2.47  -3.37  -0.0047
C  -2.75  3.04  -2.79  -0.0268
C  -2.98  2.28  -1.59  -0.1438
N  -2.13  1.30  -1.40  -0.0397
H  -0.99  -4.68  -0.46  0.0859
H  -0.22  -3.47  0.57  0.0639
H  0.72  -4.83  -0.05  0.0809
H  -0.61  -2.77  -1.91  0.1040
H  0.57  -4.00  -2.34  0.1365
H  2.82  -3.82  -0.78  0.1371
H  4.57  -2.20  -0.27  0.1394
H  4.26  0.22  -0.42  0.1265
H  1.07  1.78  -0.80  0.1305
H  1.87  1.74  -2.36  0.1284
H  3.27  2.31  0.30  0.0885
H  2.83  3.50  -0.92  0.0867
H  4.06  2.31  -1.29  0.0840
H  0.26  0.79  -3.77  0.1607
H  -1.19  2.75  -4.30  0.1225
H  -3.33  3.88  -3.12  0.1116
H  -3.78  2.45  -0.88  0.0763

Which value of charge does entry 2 give? +1